{
  "formula": "C6H9NO2",
  "method": "ωB97M-V/def2-TZVPD",
  "relative_energy_kcal_mol": 122.1,
  "e_tot_ha": -439.08172,
  "homo_energy_ev": -9.9,
  "total_charge": 0,
  "max_force_ev_per_a": 5.48,
  "spin_multiplicity": 1,
  "homo_lumo_gap_ha": 0.37357,
  "symbols": ["H", "N", "C", "O", "C", "C", "C", "C", "C", "O", "H", "H", "H", "H", "H", "H", "H", "H"],
  "xyz": [[4.8992, 1.4233, -0.0533], [4.3936, 0.4230, -0.5992], [3.4900, 0.2644, 0.2474], [3.8991, 1.5510, 1.2256], [2.1040, -0.0226, 0.0764], [0.9677, -0.4420, 0.0009], [-0.3695, -1.0029, -0.1667], [-1.4707, 0.0646, -0.1578], [-2.8547, -0.5570, -0.2315], [-3.8149, 0.4797, -0.2275], [3.0665, 2.0077, 1.3897], [-0.5409, -1.7353, 0.6381], [-0.3936, -1.5663, -1.1131], [-1.3339, 0.7423, -1.0129], [-1.3932, 0.6669, 0.7590], [-3.0063, -1.2310, 0.6304], [-2.9422, -1.1654, -1.1490], [-4.7003, 0.0996, -0.2565]],
  "atomic_forces_ev_per_a": [[-1.0, -3.6, -2.0], [1.6, 1.0, 0.5], [1.2, 5.3, -0.2], [-2.4, -2.1, 0.5], [-0.6, -1.5, 0.9], [1.2, 0.3, -0.1], [-0.2, -0.1, 0.0], [0.0, 0.3, 0.0], [0.1, -0.5, 0.0], [-0.1, 0.2, 0.0], [-0.1, 0.4, 0.4], [0.0, 0.2, -0.2], [0.0, 0.2, 0.2], [0.0, -0.1, 0.2], [0.0, -0.1, -0.2], [0.1, 0.1, -0.2], [0.0, 0.1, 0.2], [0.2, 0.0, 0.0]]
}